Here is C28H31Cl2N7O4S2Sn as an isolated structure from the Open Molecules 2025 dataset. Energies are from the ωB97M-V functional and the def2-TZVPD basis.

XYZ file:
```
75
Properties=species:S:1:pos:R:3:forces:R:3:lowdin_charge:R:1
Sn -0.509 0.489 0.124 0.07 -0.06 0.09 1.2404
S 1.929 -1.383 -6.005 -0.01 0.03 -0.02 0.9908
N 2.753 -0.421 -5.002 0.01 -0.03 0.05 -0.2185
C 1.861 0.318 -4.366 0.01 -0.01 -0.02 -0.3066
C 2.157 1.317 -3.357 -0.01 -0.01 0.00 -0.0889
C 3.455 1.585 -2.925 -0.01 0.00 0.01 0.0022
C 3.645 2.544 -1.958 0.01 0.00 0.00 -0.0450
C 2.524 3.204 -1.455 -0.02 0.01 0.00 -0.1386
N 1.286 2.961 -1.848 0.01 0.01 0.00 0.1251
C 1.091 2.028 -2.790 -0.01 0.02 -0.04 -0.1709
C -0.304 1.740 -3.193 -0.06 -0.10 -0.03 -0.1899
N -1.281 2.403 -2.563 0.05 0.15 0.12 0.0913
C -2.538 2.106 -2.831 0.00 -0.01 -0.04 -0.1178
C -2.911 1.153 -3.782 0.01 -0.05 0.03 -0.0275
C -1.921 0.472 -4.448 0.00 0.01 0.02 0.0006
C -0.587 0.757 -4.147 0.01 0.03 0.00 -0.1162
C 0.522 0.048 -4.755 -0.01 -0.03 -0.03 -0.3188
N 0.425 -0.891 -5.681 0.00 -0.01 0.03 -0.2113
H 4.282 1.034 -3.355 0.00 0.00 0.00 0.1183
H 4.631 2.786 -1.588 0.00 0.00 0.00 0.1058
H 2.641 3.966 -0.691 0.00 0.00 0.00 0.1100
H -3.286 2.619 -2.239 0.01 0.04 -0.06 0.1175
H -3.957 0.943 -3.953 0.00 0.00 -0.01 0.1117
H -2.147 -0.294 -5.177 0.01 -0.01 0.00 0.1202
O -1.471 3.702 -0.007 0.00 -0.01 -0.05 -0.0847
C -0.423 3.901 0.905 0.00 0.01 0.01 -0.2330
C -0.738 3.222 2.217 -0.02 -0.01 -0.04 -0.2437
C -0.820 3.932 3.405 0.00 0.00 0.03 -0.0114
C -1.103 3.254 4.582 0.00 0.00 -0.02 -0.0540
C -1.295 1.884 4.537 0.00 0.01 0.00 -0.0467
C -1.192 1.245 3.312 -0.01 -0.02 0.02 -0.1298
N -0.924 1.898 2.185 0.01 0.04 -0.02 0.0377
H -1.121 3.410 -0.872 0.00 -0.01 0.02 0.0249
H -0.265 4.970 1.090 -0.01 0.01 0.01 0.1187
H 0.516 3.493 0.518 0.00 -0.01 0.00 0.0827
H -0.672 5.003 3.398 0.00 0.00 0.00 0.1129
H -1.177 3.790 5.519 0.00 0.00 0.00 0.1084
H -1.522 1.313 5.426 0.00 0.00 0.00 0.1065
H -1.314 0.174 3.214 0.00 0.00 0.00 0.1014
Cl -4.664 -0.190 2.899 -0.01 0.00 0.00 0.6077
C -4.592 -0.736 1.211 0.00 0.03 0.03 -0.9823
Cl -4.539 -2.509 1.116 0.01 0.00 0.00 0.6117
C -3.371 -0.117 0.516 0.00 -0.11 -0.09 -0.7637
O -2.235 -0.480 1.003 -0.02 0.02 0.03 -0.2763
O -3.561 0.644 -0.413 0.00 0.03 0.05 0.0444
H -5.498 -0.408 0.718 0.00 0.01 0.00 0.0628
S -0.665 -1.876 -1.696 -0.01 0.06 -0.12 0.6055
C -0.522 -3.163 -0.590 0.00 -0.04 0.07 -0.8174
N 0.212 -4.242 -0.912 0.00 0.02 0.00 0.0103
C 0.398 -5.383 -0.031 0.00 0.00 0.00 -0.1687
C 0.350 -4.902 1.410 0.00 -0.01 0.00 -0.1606
C -0.938 -4.131 1.638 0.00 0.01 0.00 -0.1570
N -1.123 -3.139 0.592 0.01 0.00 -0.03 0.0332
H 0.649 -4.212 -1.817 0.00 -0.01 0.00 0.1181
H 1.362 -5.837 -0.260 0.00 -0.01 0.00 0.1214
H -0.377 -6.137 -0.206 -0.01 0.01 0.00 0.1217
H 1.206 -4.252 1.598 0.00 0.01 0.01 0.0987
H 0.405 -5.748 2.095 0.01 0.00 -0.01 0.1185
H -0.912 -3.603 2.592 0.01 0.00 0.00 0.1273
H -1.792 -4.815 1.658 0.00 0.00 0.00 0.1192
H -1.603 -2.277 0.829 0.00 -0.01 0.01 0.0599
C 2.140 -1.414 2.977 -0.01 -0.01 -0.01 -0.0334
C 1.849 -0.653 1.685 0.01 0.00 -0.02 -0.7407
C 2.556 -1.328 0.508 0.01 0.01 -0.01 -0.0389
C 2.355 0.788 1.830 0.00 0.01 0.00 -0.0522
O 0.453 -0.685 1.492 -0.03 -0.01 0.05 -0.4039
H 3.212 -1.459 3.187 0.00 0.00 0.00 0.0846
H 1.757 -2.433 2.900 0.00 0.00 0.00 0.0644
H 1.638 -0.926 3.815 0.00 0.00 0.00 0.0826
H 3.639 -1.356 0.650 0.00 0.00 0.00 0.0861
H 2.344 -0.796 -0.424 0.00 0.01 0.00 0.0653
H 2.190 -2.351 0.391 0.00 0.00 -0.01 0.0662
H 3.426 0.813 2.044 0.00 0.00 -0.01 0.0872
H 1.827 1.291 2.642 0.00 0.00 0.00 0.0783
H 2.188 1.352 0.906 0.00 0.00 0.00 0.0463
```
Forces are in eV/Å.

The energy above the lowest of the compared OMol25 structures with the same formula, charge and spin comes out at 0.3 kcal/mol. For the calculated total energy, the calculation gives -100711.1354 eV. The net charge is 0.